A 2-piece molecular cluster, C22H19F3NO3S2 overall. Source: the Open Molecules 2025 dataset; level of theory: wB97M-V/def2-TZVPD.

The geometry in XYZ format:
```
50
C22H19F3NO3S2 | the Open Molecules 2025 dataset | wB97M-V/def2-TZVPD
C 2.249 5.446 -0.635
O 3.133 4.394 -0.337
C 2.606 3.117 -0.542
C 3.420 2.013 -0.263
C 2.967 0.728 -0.441
C 1.674 0.489 -0.909
C 1.162 -0.856 -1.109
N 0.005 -1.097 -1.556
S -0.359 -2.710 -1.714
C -2.070 -2.641 -2.297
C -3.123 -2.638 -1.411
C -4.424 -2.615 -1.877
C -4.691 -2.589 -3.237
C -6.097 -2.549 -3.735
C -3.619 -2.590 -4.117
C -2.320 -2.617 -3.649
O 0.428 -3.320 -2.842
O -0.387 -3.355 -0.357
C 0.861 1.584 -1.185
C 1.310 2.870 -1.008
H 2.758 6.389 -0.438
H 1.967 5.405 -1.688
H 1.366 5.377 0.001
H 4.417 2.202 0.100
H 3.610 -0.105 -0.219
H 1.804 -1.692 -0.856
H -2.917 -2.677 -0.355
H -5.250 -2.627 -1.188
H -6.130 -2.522 -4.826
H -6.658 -3.426 -3.404
H -6.611 -1.660 -3.363
H -3.814 -2.572 -5.176
H -1.487 -2.637 -4.332
H -0.136 1.392 -1.541
H 0.658 3.697 -1.229
F 3.575 2.006 5.493
C 3.195 0.720 5.608
F 4.242 -0.095 5.379
F 2.696 0.495 6.838
C 2.114 0.433 4.585
C 1.968 -0.843 4.064
C 0.972 -1.108 3.154
C 0.090 -0.098 2.753
S -1.124 -0.436 1.668
C 0.252 1.187 3.284
C 1.251 1.444 4.193
H 2.649 -1.614 4.391
H 0.854 -2.094 2.735
H -0.418 1.969 2.971
H 1.384 2.426 4.619
```

Output
Kohn-Sham gap in Eh: 0.202
ΔE to the lowest compared entry with this formula, charge and spin in kcal/mol: 0.0
Net charge: -1
HOMO level in eV: -3.015
Total energy in Eh: -2226.2286
Strongest force on any atom in eV/A: 3.77

Löwdin atomic charge list, values in e, 2 entries: -0.109, -0.087



A 5-piece molecular cluster, C34H57Cl2IN2O19P2S4 overall. Source: the Open Molecules 2025 dataset; level of theory: wB97M-V/def2-TZVPD.

The geometry in XYZ format:
```
121
C34H57Cl2IN2O19P2S4 | the Open Molecules 2025 dataset | wB97M-V/def2-TZVPD
C 9.325 -0.093 0.436
C 10.311 -1.290 0.700
C 9.626 -2.709 0.861
C 8.169 -2.817 0.275
N 7.783 -4.232 0.086
C 6.364 -4.417 0.041
C 5.732 -4.811 1.322
P 6.866 -5.037 2.812
O 6.129 -6.040 3.943
Cl 7.024 -3.087 3.655
C 4.274 -4.973 1.366
Cl 3.392 -5.390 2.863
C 3.479 -4.788 0.159
C 4.112 -4.396 -1.115
C 5.569 -4.188 -1.193
P 6.335 -3.636 -2.808
N 5.749 -2.195 -3.074
O 6.034 -4.697 -4.043
O 7.996 -3.482 -2.723
C 3.137 -4.189 -2.308
O 3.335 -4.527 -3.448
C 1.771 -3.522 -1.934
C 1.088 -2.552 -2.769
C -0.171 -1.987 -2.302
C -0.805 -2.325 -1.026
C -2.161 -1.696 -0.551
I -3.538 -1.331 -2.184
C -1.921 -0.382 0.348
C -2.000 0.947 -0.512
C -0.108 -3.325 -0.173
C -0.739 -3.713 1.193
O -0.851 -2.577 2.083
O -1.002 -3.184 3.330
C 1.142 -3.906 -0.652
C 1.919 -4.993 0.165
O 1.364 -5.913 0.705
H 8.940 -0.218 -0.621
H 9.840 0.922 0.428
H 8.435 -0.106 1.118
H 11.104 -1.319 -0.098
H 10.826 -1.073 1.683
H 10.269 -3.444 0.296
H 9.557 -2.984 1.950
H 7.477 -2.409 1.068
H 7.985 -2.165 -0.626
H 8.270 -4.683 -0.687
H 5.637 -5.436 4.542
H 6.511 -1.511 -3.103
H 5.413 -4.205 -4.625
H 8.351 -3.984 -3.489
H 1.547 -2.292 -3.745
H -0.713 -1.265 -2.951
H -2.672 -2.422 0.134
H -2.790 -0.352 1.063
H -0.972 -0.472 0.926
H -3.088 1.222 -0.608
H -1.527 1.774 0.076
H -1.531 0.852 -1.523
H -1.758 -4.161 0.989
H -0.166 -4.491 1.753
H -1.198 -2.497 3.991
O -6.115 2.030 -1.335
S -7.276 2.372 -2.103
O -7.843 3.689 -2.059
O -8.428 1.297 -1.814
C -8.848 1.096 -0.456
C -9.689 2.251 0.054
C -6.990 1.952 -3.794
H -7.984 0.921 0.189
H -9.450 0.186 -0.442
H -9.104 3.170 0.114
H -10.075 2.035 1.052
H -10.526 2.445 -0.620
H -6.588 0.943 -3.847
H -6.270 2.666 -4.192
H -7.929 2.030 -4.340
O -10.048 6.006 -5.731
S -10.517 5.751 -4.399
O -10.953 4.445 -3.997
O -11.665 6.816 -4.038
C -12.808 6.900 -4.898
C -13.742 5.717 -4.723
C -9.308 6.313 -3.244
H -12.493 7.005 -5.940
H -13.337 7.816 -4.629
H -13.267 4.788 -5.042
H -14.648 5.849 -5.316
H -14.016 5.596 -3.674
H -8.992 7.317 -3.519
H -8.464 5.626 -3.291
H -9.740 6.298 -2.245
O -8.034 -0.853 2.979
S -9.195 -0.641 3.793
O -10.095 0.449 3.550
O -8.753 -0.619 5.336
C -7.756 0.327 5.745
C -8.302 1.742 5.800
C -10.138 -2.133 3.844
H -6.883 0.266 5.090
H -7.432 0.030 6.743
H -8.580 2.098 4.807
H -7.555 2.428 6.203
H -9.198 1.785 6.421
H -9.474 -2.967 4.059
H -10.601 -2.261 2.866
H -10.907 -2.037 4.608
O 11.739 2.141 1.156
S 13.043 2.198 1.751
O 13.217 2.231 3.173
O 13.862 3.413 1.096
C 13.294 4.729 1.159
C 13.381 5.320 2.554
C 14.027 0.882 1.107
H 12.263 4.715 0.799
H 13.868 5.351 0.471
H 12.769 4.759 3.260
H 13.031 6.354 2.557
H 14.408 5.290 2.921
H 13.929 0.862 0.023
H 13.652 -0.047 1.535
H 15.062 1.036 1.405
```

Output
Kohn-Sham gap in Eh: 0.278
Net charge: 0
HOMO level in eV: -8.695
Total energy in Eh: -6362.1764
Strongest force on any atom in eV/A: 2.82
SMILES: CCCCNc1c(P(O)Cl)c(Cl)c2c(c1P(=N)(O)O)C(=O)c1ccc([C@H](I)CC)c(COO)c1C2=O.CCOS(C)(=O)=O.CCOS(C)(=O)=O.CCOS(C)(=O)=O.CCOS(C)(=O)=O

Löwdin atomic charge list, values in e, 2 entries: -0.121, -0.246



A 2-piece molecular cluster, C4H8N2 overall. Source: the Open Molecules 2025 dataset; level of theory: wB97M-V/def2-TZVPD.

The geometry in XYZ format:
```
14
C4H8N2 | the Open Molecules 2025 dataset | wB97M-V/def2-TZVPD
C -0.848 1.434 -0.211
N -0.048 0.308 0.282
C -0.632 -0.510 1.124
C 1.187 0.185 -0.265
C 2.024 -0.858 0.156
N 2.677 -1.749 0.524
H -1.848 1.082 -0.467
H -0.388 1.853 -1.102
H -0.911 2.195 0.565
H -0.078 -1.365 1.485
H -0.788 -1.761 -1.066
H -1.641 -0.288 1.445
H 1.506 0.917 -0.989
H -0.217 -1.532 -1.498
```

Output
Kohn-Sham gap (alpha / beta) in Eh: 0.299 / 0.299
ΔE to the lowest compared entry with this formula, charge and spin in kcal/mol: 72.1
Net charge: 0
HOMO level (alpha / beta) in eV: -7.729 / -7.729
Total energy in Eh: -266.6072
Strongest force on any atom in eV/A: 1.00

Löwdin atomic charge list, values in e, 2 entries: -0.019, -0.288



One molecule with the formula C3H5NO3S. Source: the Open Molecules 2025 dataset; level of theory: wB97M-V/def2-TZVPD.

The geometry in XYZ format:
```
13
C3H5NO3S | the Open Molecules 2025 dataset | wB97M-V/def2-TZVPD
C 1.576 -0.135 -0.022
C -1.221 -0.226 0.855
C -0.484 1.211 -0.782
H 1.236 -2.096 0.073
H -2.050 -0.161 1.662
H -0.317 -0.366 1.424
H -0.350 2.282 -1.268
H -0.602 0.372 -1.471
N 0.843 -1.310 -0.304
O 2.711 -0.321 0.259
O -1.351 1.040 0.244
O 0.952 1.178 -0.231
S -0.943 -1.467 -0.440
```

Output
Kohn-Sham gap in Eh: 0.372
ΔE to the lowest compared entry with this formula, charge and spin in kcal/mol: 59.8
Net charge: 0
HOMO level in eV: -9.637
Total energy in Eh: -795.9015
Strongest force on any atom in eV/A: 4.73
SMILES: O=C1NSCOCO1

Löwdin atomic charge list, values in e, 2 entries: -0.538, -0.439